{"formula": "C32H58N6O7S", "method": "the ωB97M-V functional and the def2-TZVPD basis", "elements": ["C", "C", "C", "C", "C", "C", "C", "O", "O", "C", "C", "C", "C", "C", "C", "C", "C", "C", "N", "C", "S", "H", "H", "H", "H", "H", "H", "H", "H", "H", "H", "H", "H", "H", "H", "H", "H", "H", "H", "H", "H", "H", "H", "H", "C", "N", "C", "C", "O", "H", "H", "H", "H", "H", "H", "H", "C", "N", "C", "C", "O", "H", "H", "H", "H", "H", "H", "H", "C", "N", "C", "C", "O", "H", "H", "H", "H", "H", "H", "H", "C", "N", "C", "C", "O", "H", "H", "H", "H", "H", "H", "H", "C", "N", "C", "C", "O", "H", "H", "H", "H", "H", "H", "H"], "xyz": [[-6.052, -0.255, -2.132], [-5.923, 0.321, -0.661], [-4.412, 0.414, -0.222], [-4.132, 1.559, 0.842], [-4.258, 3.019, 0.265], [-2.945, 3.505, -0.465], [-2.888, 3.036, -1.963], [-3.915, 2.729, -2.511], [-1.689, 2.973, -2.684], [-0.933, 1.803, -2.366], [-1.353, 0.504, -3.132], [-1.208, 0.568, -4.683], [-1.463, 1.728, -5.525], [-1.334, 1.661, -6.991], [-0.961, 0.417, -7.681], [-0.860, 0.307, -9.245], [-0.682, -0.738, -6.820], [-0.804, -0.686, -5.358], [0.557, 2.051, -2.460], [1.028, 1.844, -1.353], [1.557, 1.460, 0.124], [-7.143, -0.205, -2.416], [-5.410, 0.274, -2.883], [-5.763, -1.341, -2.161], [-6.518, -0.375, -0.006], [-6.389, 1.338, -0.660], [-4.165, -0.574, 0.269], [-3.718, 0.577, -1.085], [-3.138, 1.365, 1.347], [-4.911, 1.446, 1.642], [-4.424, 3.702, 1.145], [-5.177, 3.085, -0.369], [-2.085, 2.989, 0.060], [-2.778, 4.606, -0.339], [-1.123, 1.593, -1.267], [-0.665, -0.318, -2.772], [-2.391, 0.145, -2.872], [-1.769, 2.697, -5.077], [-1.530, 2.550, -7.641], [-1.885, 0.535, -9.665], [-0.126, 1.030, -9.681], [-0.655, -0.759, -9.541], [-0.399, -1.715, -7.288], [-0.593, -1.619, -4.771], [-8.742, 4.847, 0.798], [-7.892, 3.709, 1.083], [-8.256, 2.490, 1.569], [-9.718, 2.263, 1.858], [-7.412, 1.627, 1.756], [-8.641, 5.102, -0.259], [-8.405, 5.693, 1.401], [-9.786, 4.645, 1.019], [-6.901, 3.795, 0.911], [-9.857, 1.253, 2.238], [-10.066, 2.969, 2.614], [-10.303, 2.374, 0.944], [3.281, -1.736, -0.833], [2.589, -2.467, -1.877], [2.108, -3.739, -1.834], [2.301, -4.512, -0.555], [1.544, -4.216, -2.808], [2.705, -0.836, -0.605], [4.265, -1.445, -1.208], [3.403, -2.325, 0.071], [2.427, -2.006, -2.760], [1.869, -5.505, -0.665], [3.368, -4.616, -0.337], [1.797, -4.003, 0.270], [6.032, -6.346, 3.005], [5.429, -5.444, 2.039], [6.018, -4.833, 0.981], [7.483, -5.102, 0.749], [5.368, -4.092, 0.252], [5.499, -7.299, 2.966], [5.918, -5.915, 4.002], [7.087, -6.516, 2.804], [4.449, -5.221, 2.138], [7.817, -4.550, -0.127], [8.067, -4.773, 1.610], [7.646, -6.166, 0.571], [3.898, 5.752, 1.991], [2.508, 6.115, 2.179], [1.473, 5.952, 1.308], [1.778, 5.319, -0.025], [0.348, 6.313, 1.616], [4.182, 5.046, 2.775], [4.509, 6.652, 2.086], [4.076, 5.299, 1.020], [2.236, 6.544, 3.051], [0.865, 5.253, -0.613], [2.500, 5.928, -0.574], [2.170, 4.311, 0.121], [7.524, -3.180, 7.974], [6.834, -3.906, 6.926], [6.360, -5.180, 6.961], [6.560, -5.964, 8.232], [5.795, -5.654, 5.984], [6.947, -2.285, 8.214], [8.506, -2.881, 7.602], [7.648, -3.778, 8.872], [6.668, -3.439, 6.047], [6.133, -6.958, 8.114], [7.625, -6.067, 8.447], [6.056, -5.466, 9.063]], "e_tot_ev": -68232.6044}

***

{"formula": "C32H59Al2BrCl4F4N4O9S", "method": "the ωB97M-V functional and the def2-TZVPD basis", "elements": ["C", "C", "N", "C", "O", "C", "C", "O", "C", "C", "C", "O", "N", "O", "C", "O", "C", "C", "N", "C", "C", "C", "C", "C", "C", "C", "C", "C", "O", "C", "C", "C", "C", "C", "C", "N", "S", "C", "O", "O", "H", "H", "H", "H", "H", "H", "H", "H", "H", "H", "H", "H", "H", "H", "H", "H", "H", "H", "H", "H", "H", "H", "H", "H", "H", "H", "H", "H", "H", "H", "H", "H", "H", "H", "H", "H", "H", "H", "H", "H", "H", "H", "H", "H", "H", "H", "H", "H", "H", "H", "C", "C", "C", "O", "C", "H", "H", "H", "H", "H", "H", "H", "H", "Al", "F", "Al", "F", "F", "F", "C", "Cl", "Cl", "Cl", "H", "Br", "Cl"], "xyz": [[-3.815, -0.168, 3.948], [-3.536, -0.361, 2.428], [-3.935, 0.871, 1.740], [-3.742, 0.887, 0.276], [-3.202, -0.334, -0.194], [-4.021, -0.967, -1.212], [-3.297, -2.247, -1.656], [-2.204, -1.947, -2.493], [-1.105, -2.863, -2.365], [-1.523, -4.332, -2.504], [-5.391, -1.385, -0.719], [-5.336, -2.537, 0.117], [-6.545, -2.666, 0.889], [-6.512, -2.015, 1.848], [-2.775, 2.078, -0.194], [-2.142, 1.580, -1.318], [-1.210, 2.447, -2.002], [-1.352, 2.081, -3.488], [-0.759, 0.757, -3.739], [0.266, 2.256, -1.589], [0.773, 3.519, -0.829], [1.853, 3.208, 0.248], [3.192, 3.958, -0.012], [4.368, 2.954, -0.032], [4.505, 2.158, 1.279], [4.224, 2.984, 2.553], [4.723, 2.232, 3.798], [5.037, 3.259, 4.910], [3.816, 3.902, 5.179], [3.917, 5.315, 5.093], [-1.798, 2.278, 0.996], [-1.861, 3.361, 1.823], [-0.972, 3.403, 2.887], [-0.120, 2.337, 3.013], [-0.102, 1.300, 2.133], [-0.962, 1.256, 1.107], [-3.893, 3.492, -0.529], [-5.117, 3.629, 0.793], [-3.222, 4.756, -0.622], [-4.602, 3.140, -1.724], [-4.461, -0.971, 4.305], [-4.339, 0.775, 4.103], [-2.908, -0.209, 4.548], [-2.468, -0.576, 2.343], [-4.104, -1.241, 2.125], [-4.928, 1.016, 1.884], [-4.721, 1.111, -0.152], [-4.115, -0.323, -2.090], [-2.980, -2.761, -0.738], [-4.022, -2.905, -2.144], [-0.581, -2.731, -1.415], [-0.427, -2.611, -3.180], [-2.387, -4.455, -3.156], [-0.684, -4.972, -2.771], [-1.839, -4.660, -1.507], [-5.979, -1.633, -1.611], [-5.933, -0.561, -0.240], [-1.429, 3.514, -1.944], [-0.876, 2.820, -4.129], [-2.422, 1.992, -3.720], [-1.266, 0.029, -3.251], [-0.685, 0.567, -4.727], [0.449, 1.339, -1.027], [0.881, 2.192, -2.484], [1.138, 4.209, -1.593], [-0.059, 4.042, -0.349], [1.981, 2.127, 0.286], [1.464, 3.621, 1.179], [3.187, 4.507, -0.955], [3.310, 4.705, 0.775], [5.271, 3.517, -0.279], [4.152, 2.248, -0.841], [3.769, 1.347, 1.270], [5.497, 1.716, 1.317], [3.152, 3.139, 2.685], [4.724, 3.953, 2.490], [3.932, 1.564, 4.156], [5.713, 1.630, 3.601], [5.443, 2.761, 5.794], [5.760, 3.981, 4.521], [2.918, 5.747, 5.151], [4.511, 5.694, 5.931], [4.374, 5.668, 4.162], [-2.551, 4.185, 1.742], [-0.963, 4.225, 3.587], [0.596, 2.337, 3.828], [0.615, 0.498, 2.279], [-5.363, 4.690, 0.835], [-4.707, 3.338, 1.759], [-5.995, 3.064, 0.486], [1.850, -6.510, -6.470], [1.822, -7.946, -5.960], [1.176, -7.778, -4.594], [0.287, -6.657, -4.695], [0.542, -5.959, -5.919], [1.921, -6.429, -7.553], [2.696, -5.976, -6.031], [1.185, -8.558, -6.603], [2.803, -8.415, -5.909], [1.923, -7.552, -3.825], [0.616, -8.657, -4.282], [-0.291, -6.156, -6.603], [0.585, -4.886, -5.725], [-1.039, -0.700, 0.163], [6.111, 7.734, 7.693], [7.544, 7.262, 6.898], [8.394, 8.637, 6.376], [7.115, 6.296, 5.537], [8.510, 6.346, 7.954], [-0.137, -11.686, -2.686], [-0.284, -10.051, -2.037], [0.306, -11.645, -4.387], [1.028, -12.614, -1.758], [-1.177, -12.185, -2.595], [-2.070, -13.888, -2.715], [7.316, 1.137, 3.048]], "e_tot_ev": -213554.4855}

***

{"formula": "C32H59FN7O5P2", "method": "the ωB97M-V functional and the def2-TZVPD basis", "elements": ["C", "C", "F", "C", "N", "C", "C", "C", "C", "C", "C", "C", "O", "O", "C", "C", "C", "C", "O", "C", "C", "C", "C", "C", "C", "H", "H", "H", "H", "H", "H", "H", "H", "H", "H", "H", "H", "H", "H", "H", "H", "H", "H", "H", "H", "H", "H", "H", "O", "P", "N", "C", "C", "N", "C", "C", "N", "C", "C", "H", "H", "H", "H", "H", "H", "H", "H", "H", "H", "H", "H", "H", "H", "H", "H", "H", "H", "O", "P", "N", "C", "C", "N", "C", "C", "N", "C", "C", "H", "H", "H", "H", "H", "H", "H", "H", "H", "H", "H", "H", "H", "H", "H", "H", "H", "H"], "xyz": [[2.790, -2.318, 1.618], [1.235, -2.219, 1.766], [0.913, -2.504, 3.129], [0.691, -0.743, 1.522], [0.920, -0.391, 0.100], [0.294, -1.205, -0.843], [0.436, -1.000, -2.273], [1.253, 0.136, -2.741], [1.543, 0.520, -4.260], [3.082, 0.863, -4.519], [4.014, -0.412, -4.353], [5.098, -0.236, -3.222], [6.170, 0.264, -3.450], [4.858, -0.666, -1.905], [1.901, 0.980, -1.685], [1.713, 0.681, -0.252], [2.477, 1.602, 0.746], [1.626, 2.811, 1.276], [0.488, 2.740, 1.683], [2.311, 4.217, 1.326], [1.563, 5.471, 1.446], [2.276, 6.764, 1.478], [3.743, 6.862, 1.370], [4.501, 5.610, 1.255], [3.790, 4.325, 1.250], [3.336, -1.796, 2.455], [3.178, -1.918, 0.641], [3.074, -3.403, 1.666], [0.704, -2.997, 1.162], [-0.406, -0.709, 1.788], [1.211, -0.084, 2.256], [-0.310, -2.079, -0.486], [-0.025, -1.655, -3.047], [0.884, 1.337, -4.664], [1.327, -0.383, -4.907], [3.460, 1.663, -3.827], [3.144, 1.283, -5.563], [4.611, -0.497, -5.305], [3.421, -1.358, -4.234], [4.953, 0.101, -1.306], [2.534, 1.842, -1.987], [3.420, 1.921, 0.221], [2.827, 0.993, 1.630], [0.447, 5.490, 1.510], [1.725, 7.735, 1.595], [4.316, 7.814, 1.402], [5.619, 5.590, 1.176], [4.420, 3.407, 1.191], [-2.205, 2.559, -3.972], [-3.034, 3.842, -4.126], [-2.264, 4.231, -5.629], [-1.768, 5.510, -6.097], [-2.662, 3.382, -6.755], [-2.195, 4.573, -2.791], [-1.025, 5.413, -2.976], [-1.891, 3.632, -1.712], [-4.049, 5.257, -4.276], [-5.100, 5.215, -5.290], [-3.958, 6.537, -3.604], [-2.560, 6.243, -6.300], [-1.215, 5.389, -7.033], [-1.045, 5.958, -5.425], [-3.664, 3.635, -7.119], [-2.668, 2.329, -6.465], [-1.967, 3.463, -7.594], [-0.222, 4.896, -3.518], [-0.624, 5.741, -2.011], [-1.270, 6.345, -3.484], [-1.010, 3.018, -1.944], [-2.729, 2.963, -1.515], [-1.685, 4.167, -0.779], [-4.747, 5.608, -6.249], [-5.980, 5.794, -5.001], [-5.445, 4.190, -5.444], [-3.244, 7.197, -4.105], [-3.693, 6.442, -2.552], [-4.921, 7.057, -3.599], [-2.568, -4.919, 6.288], [-2.244, -6.164, 5.460], [-1.404, -6.937, 6.758], [-0.166, -7.689, 6.723], [-2.264, -7.395, 7.852], [-1.150, -5.278, 4.420], [0.287, -5.253, 4.645], [-1.561, -3.892, 4.152], [-2.039, -7.574, 4.443], [-2.829, -8.755, 4.782], [-1.122, -7.800, 3.346], [-0.246, -8.644, 6.189], [0.165, -7.930, 7.737], [0.662, -7.126, 6.306], [-2.822, -8.297, 7.578], [-2.987, -6.624, 8.126], [-1.693, -7.611, 8.757], [0.546, -4.878, 5.642], [0.785, -4.620, 3.908], [0.739, -6.234, 4.491], [-1.306, -3.225, 4.984], [-2.636, -3.829, 3.980], [-1.072, -3.505, 3.257], [-2.288, -9.415, 5.469], [-3.095, -9.344, 3.902], [-3.771, -8.465, 5.253], [-0.142, -8.122, 3.708], [-1.007, -6.925, 2.708], [-1.486, -8.584, 2.674]], "e_tot_ev": -76089.9059, "total_charge": 1}

***

{"formula": "C32H59O9P", "method": "the ωB97M-V functional and the def2-TZVPD basis", "elements": ["C", "C", "C", "C", "C", "C", "C", "C", "C", "C", "C", "C", "C", "C", "C", "P", "C", "C", "C", "C", "O", "O", "C", "O", "H", "H", "H", "H", "H", "H", "H", "H", "H", "H", "H", "H", "H", "H", "H", "H", "H", "H", "H", "H", "H", "H", "H", "H", "H", "H", "H", "H", "H", "H", "H", "H", "H", "H", "H", "C", "C", "O", "C", "C", "O", "H", "H", "H", "H", "H", "H", "H", "H", "C", "C", "O", "C", "C", "O", "H", "H", "H", "H", "H", "H", "H", "H", "C", "C", "O", "C", "C", "O", "H", "H", "H", "H", "H", "H", "H", "H"], "xyz": [[-6.048, 2.000, -0.490], [-5.368, 2.912, -1.621], [-5.578, 4.484, -1.428], [-5.070, 5.067, -0.030], [-3.460, 5.051, 0.133], [-3.033, 5.589, 1.580], [-3.057, 4.492, 2.758], [-3.583, 3.045, 2.331], [-3.319, 1.982, 3.532], [-1.784, 1.529, 3.642], [-1.601, -0.064, 3.827], [-0.971, -0.713, 2.497], [-2.133, -1.384, 1.580], [-1.503, -1.617, 0.146], [-1.096, -0.727, -0.874], [-1.235, 1.153, -0.810], [-1.803, 1.666, -2.570], [0.436, 1.989, -0.498], [0.341, 3.500, -1.049], [-0.519, -1.647, -2.060], [-0.015, -1.134, -3.072], [-0.642, -3.043, -1.785], [-1.206, -3.068, -0.456], [-1.488, -4.095, 0.174], [-7.118, 2.328, -0.230], [-6.004, 0.913, -0.849], [-5.452, 2.051, 0.484], [-4.259, 2.656, -1.682], [-5.843, 2.590, -2.619], [-5.149, 5.029, -2.345], [-6.715, 4.685, -1.470], [-5.394, 6.159, 0.021], [-5.554, 4.521, 0.843], [-3.081, 5.836, -0.625], [-2.984, 4.066, -0.175], [-3.751, 6.451, 1.844], [-1.981, 6.034, 1.525], [-3.794, 4.888, 3.552], [-2.007, 4.404, 3.219], [-4.725, 3.092, 2.227], [-3.100, 2.612, 1.397], [-3.989, 1.051, 3.412], [-3.620, 2.511, 4.513], [-1.257, 1.906, 2.696], [-1.347, 2.060, 4.567], [-0.990, -0.295, 4.770], [-2.623, -0.569, 3.991], [-0.202, -1.488, 2.847], [-0.377, 0.044, 1.868], [-2.308, -2.428, 2.030], [-3.089, -0.763, 1.557], [-1.833, 2.800, -2.686], [-1.132, 1.182, -3.367], [-2.875, 1.300, -2.783], [1.243, 1.369, -1.036], [0.627, 2.003, 0.629], [0.894, 3.543, -2.043], [-0.731, 3.886, -1.156], [0.833, 4.191, -0.269], [-0.236, -3.194, 8.671], [0.513, -1.882, 8.795], [0.115, -0.962, 7.764], [-0.955, -0.152, 7.847], [-1.974, -0.393, 8.925], [-1.125, 0.706, 7.012], [-1.312, -3.057, 8.793], [0.110, -3.905, 9.423], [-0.083, -3.627, 7.679], [0.410, -1.429, 9.783], [1.579, -2.061, 8.647], [-2.779, -1.014, 8.527], [-2.382, 0.572, 9.232], [-1.567, -0.851, 9.824], [2.271, -3.102, -3.149], [3.142, -2.592, -4.277], [4.335, -1.970, -3.767], [5.457, -2.639, -3.445], [5.403, -4.136, -3.325], [6.469, -2.031, -3.182], [2.780, -3.870, -2.562], [1.344, -3.524, -3.540], [2.026, -2.291, -2.462], [3.387, -3.368, -5.006], [2.604, -1.815, -4.823], [5.231, -4.407, -2.282], [6.363, -4.540, -3.649], [4.649, -4.604, -3.955], [7.086, -2.177, -7.898], [6.957, -2.898, -6.572], [6.634, -4.286, -6.770], [7.546, -5.249, -7.000], [8.951, -4.854, -7.361], [7.210, -6.410, -6.991], [7.896, -2.587, -8.503], [7.278, -1.114, -7.739], [6.169, -2.286, -8.482], [7.844, -2.789, -5.943], [6.126, -2.470, -6.009], [9.052, -4.836, -8.448], [9.633, -5.599, -6.948], [9.261, -3.896, -6.948]], "e_tot_ev": -61853.4034}